Density functional theory data (ωB97M-V with the def2-TZVPD basis set) for a molecular structure, C39H63AsN10Re in a non-equilibrium geometry.

Output
Gap between HOMO and LUMO (spin up / spin down) (eV): 5.8 / 5.9
Net charge: +4
Spin multiplicity: 2
Energy (eV): -119296.8979
LUMO level (spin up / spin down) (eV): -12.509 / -12.479
<S²>: 0.759

XYZ file:
```
114
Properties=species:S:1:pos:R:3:lowdin_charge:R:1
Re 0.003 -0.152 0.648 1.48
C -1.956 -5.015 -1.510 0.00
N -1.540 -4.157 -0.390 -0.14
C -1.302 -4.880 0.856 -0.01
C -1.470 -2.817 -0.539 -0.34
N -0.437 -2.090 -0.014 -0.12
C 0.807 -2.815 0.287 -0.22
C 1.140 -2.713 1.759 -0.10
N 0.905 -1.290 2.204 -0.25
C -0.016 -1.326 3.391 -0.11
C -1.426 -1.355 2.845 -0.15
N -1.527 -0.160 1.981 -0.08
C -2.494 0.770 2.256 -0.34
N -2.650 1.792 1.404 -0.09
C -3.348 3.035 1.773 0.01
C -2.183 1.693 0.044 -0.05
N -3.285 0.699 3.344 -0.13
C -4.725 0.996 3.263 0.00
C -2.800 0.474 4.710 -0.01
C 2.183 -0.571 2.486 -0.13
C 1.884 0.897 2.666 -0.16
N 0.966 1.349 1.582 -0.11
C 0.818 2.743 1.552 -0.35
N 0.635 3.422 2.685 -0.10
C 1.139 4.794 2.872 0.02
C -0.159 2.919 3.803 -0.01
N 0.850 3.388 0.385 -0.11
C 1.910 3.126 -0.590 -0.01
C 0.156 4.662 0.178 -0.01
N -2.470 -2.222 -1.200 -0.10
C -3.824 -2.798 -1.210 0.00
C -2.261 -1.076 -2.064 -0.03
H -1.208 -5.800 -1.624 0.11
H -1.989 -4.438 -2.430 0.10
H -2.924 -5.478 -1.321 0.11
H -2.128 -5.576 1.008 0.12
H -1.299 -4.196 1.698 0.07
H -0.376 -5.458 0.835 0.11
H 1.614 -2.335 -0.269 0.03
H 0.785 -3.844 -0.067 0.13
H 2.174 -2.987 1.972 0.15
H 0.503 -3.358 2.354 0.11
H 0.145 -0.432 3.987 0.11
H 0.230 -2.190 4.010 0.16
H -2.171 -1.389 3.630 0.11
H -1.579 -2.237 2.224 0.10
H -3.326 3.158 2.852 0.10
H -4.380 3.041 1.425 0.11
H -2.819 3.864 1.309 0.09
H -1.067 1.582 -0.018 0.02
H -2.358 2.638 -0.466 0.12
H -2.693 0.904 -0.500 0.09
H -5.039 1.049 2.225 0.10
H -4.980 1.922 3.777 0.11
H -5.259 0.175 3.740 0.12
H -1.722 0.351 4.725 0.07
H -3.274 -0.397 5.163 0.12
H -3.049 1.348 5.314 0.12
H 2.821 -0.721 1.618 0.10
H 2.685 -0.995 3.361 0.16
H 2.817 1.464 2.637 0.15
H 1.445 1.071 3.647 0.10
H 1.870 5.032 2.106 0.10
H 1.634 4.827 3.842 0.12
H 0.330 5.524 2.866 0.11
H -0.711 2.035 3.490 0.06
H -0.870 3.695 4.087 0.12
H 0.459 2.695 4.674 0.11
H 2.429 2.213 -0.325 0.06
H 2.625 3.951 -0.557 0.13
H 1.500 3.058 -1.595 0.09
H -0.631 4.792 0.915 0.09
H -0.275 4.640 -0.823 0.11
H 0.839 5.511 0.225 0.11
H -3.953 -3.452 -0.352 0.11
H -4.023 -3.356 -2.124 0.11
H -4.537 -1.978 -1.143 0.10
H -1.813 -1.377 -3.005 0.09
H -1.600 -0.347 -1.602 0.00
H -3.218 -0.605 -2.277 0.11
C 1.752 -4.191 -4.340 -0.03
C 2.615 -3.964 -3.276 -0.04
C 2.492 -2.816 -2.508 -0.11
C 1.483 -1.890 -2.778 -0.35
C 0.665 -2.092 -3.890 -0.12
C 0.789 -3.244 -4.656 -0.04
As 1.349 -0.202 -1.805 1.33
C 0.707 0.952 -3.208 -0.41
C -0.460 1.704 -3.127 -0.14
C -0.885 2.458 -4.212 -0.05
C -0.142 2.465 -5.384 -0.02
C 1.018 1.707 -5.476 -0.02
C 1.441 0.944 -4.397 -0.11
C 3.210 0.278 -1.512 -0.39
C 3.987 -0.481 -0.637 -0.15
C 5.336 -0.204 -0.469 -0.04
C 5.925 0.832 -1.181 -0.02
C 5.160 1.585 -2.061 -0.03
C 3.810 1.309 -2.233 -0.12
H 1.866 -5.075 -4.952 0.13
H 3.410 -4.666 -3.064 0.13
H 3.229 -2.643 -1.736 0.09
H -0.019 -1.326 -4.226 0.09
H 0.160 -3.377 -5.526 0.12
H -1.055 1.705 -2.223 0.05
H -1.798 3.036 -4.151 0.12
H -0.472 3.051 -6.231 0.13
H 1.593 1.701 -6.392 0.13
H 2.332 0.335 -4.496 0.12
H 3.567 -1.327 -0.106 0.07
H 5.935 -0.811 0.198 0.12
H 6.980 1.040 -1.064 0.13
H 5.620 2.383 -2.629 0.13
H 3.239 1.908 -2.929 0.10
```